No. 1
Molecular formula: C7H28B2Cl3CrMgO7S2
Method: DFT, ωB97M-V with the def2-TZVPD basis set

Its spin multiplicity is 6. The value obtained for the lowest unoccupied orbital energy (spin up / spin down) is 3.81 / 3.79 eV. Its net charge is -2. The HOMO-LUMO gap (spin up / spin down) is 4.36 / 6.25 eV. As for the expectation value of S²: 8.757.

XYZ file:
```
51
Properties=species:S:1:pos:R:3:lowdin_charge:R:1
B 8.841 18.801 -17.299 -0.584
H 7.985 18.192 -17.545 -0.057
C 12.916 17.237 -17.367 -0.077
H 11.859 20.603 -16.788 0.075
O 14.902 16.546 -19.137 -0.296
Mg 8.593 16.793 -16.471 -0.171
S 11.384 21.566 -19.042 0.693
H 6.073 18.393 -19.064 0.080
H 7.538 17.975 -20.009 0.082
H 7.428 20.476 -20.451 0.078
C 11.373 19.654 -20.867 -0.235
O 13.862 14.794 -17.720 -0.275
S 14.505 16.309 -17.790 0.652
H 6.203 17.256 -16.446 -0.054
O 7.111 20.064 -19.643 -0.219
O 11.973 20.130 -19.666 -0.270
H 11.325 18.565 -20.882 0.127
H 13.146 18.290 -17.527 0.050
Cr 7.887 20.946 -17.787 0.259
C 12.268 21.420 -17.383 -0.063
H 14.242 13.008 -15.027 0.073
H 12.578 13.585 -16.782 0.134
Cl 10.190 16.623 -14.848 -0.109
H 15.414 13.877 -15.756 0.061
H 7.236 16.089 -15.637 -0.083
C 12.371 20.016 -22.031 -0.072
H 7.389 17.742 -15.316 -0.070
H 6.085 18.519 -20.753 0.068
O 15.391 16.492 -16.647 -0.318
H 12.039 19.763 -23.038 0.065
H 13.326 21.345 -17.634 0.064
C 14.503 13.344 -16.030 -0.086
C 13.388 14.271 -16.536 -0.301
Cl 9.019 15.343 -18.133 -0.132
Cl 5.758 20.156 -16.463 -0.231
H 9.600 18.046 -17.168 -0.076
H 11.967 22.336 -16.875 0.063
H 12.048 16.835 -17.889 0.065
O 9.925 21.458 -18.858 -0.365
H 10.412 20.124 -21.074 0.109
H 12.681 21.057 -21.943 0.060
H 8.635 19.475 -16.483 -0.023
H 9.026 19.411 -18.170 -0.052
C 6.724 18.690 -19.887 -0.111
H 14.688 12.627 -16.830 0.076
H 13.195 14.979 -15.729 0.112
O 11.976 22.671 -19.735 -0.292
B 6.646 16.982 -15.501 -0.473
H 12.739 16.936 -16.334 0.012
H 5.938 16.842 -14.699 -0.032
H 13.310 19.463 -21.981 0.066
```

No. 2
Molecular formula: C7H28N10O7
Method: DFT, ωB97M-V with the def2-TZVPD basis set

The value obtained for the lowest unoccupied orbital energy is 0.03 eV. As for the energy relative to the best compared isomer or geometry (same formula, charge and spin): 69.18 kcal per mole. Its net charge is 0. The HOMO-LUMO gap is 8.84 eV.

XYZ file:
```
52
Properties=species:S:1:pos:R:3:lowdin_charge:R:1
N -3.077 1.616 0.656 0.157
N -0.788 -2.751 -3.255 0.166
H -3.002 2.597 0.886 0.100
H 4.232 -1.626 0.303 0.083
H -2.317 1.109 0.225 0.077
C 3.554 3.608 2.042 -0.775
H 0.850 0.055 1.855 0.096
O -1.471 -1.632 -1.440 0.047
C 3.967 -1.269 -0.692 -0.183
O 3.539 0.043 -0.627 -0.135
N 0.546 0.096 -3.493 0.168
H 0.010 -2.883 2.278 0.128
H -0.812 1.726 -2.511 0.112
H -0.982 -0.622 -0.152 0.022
H 4.821 -1.283 -1.369 0.075
N -2.965 -2.406 1.900 0.193
O -0.850 -0.194 0.697 -0.187
O -2.044 -4.109 2.906 0.023
H 2.673 3.636 3.810 0.096
H 0.508 2.793 -1.946 0.124
N 0.164 1.963 -2.409 0.181
N -0.872 -2.413 2.136 0.171
N 3.577 3.724 3.369 0.148
H 3.004 0.320 -1.375 0.015
N -5.179 1.888 1.063 0.159
O -4.457 -0.118 0.401 0.034
N 2.383 3.186 1.647 0.158
C 1.088 1.144 -2.889 -0.739
H -2.789 -1.538 1.415 0.076
H 1.133 -0.257 0.178 0.074
H -0.977 -1.913 -3.786 0.094
C 0.454 0.255 0.859 -0.131
H 0.510 1.299 0.551 0.062
H 0.200 -4.170 -1.731 0.130
H -0.959 -1.479 1.761 0.048
H 3.243 -1.890 -1.220 0.066
O 2.282 1.278 -2.784 0.049
H 1.148 -0.534 -4.004 0.126
C -1.951 -3.051 2.330 -0.857
H 4.427 4.067 3.793 0.117
H -0.448 -3.627 -3.627 0.114
C -4.263 1.018 0.792 -0.754
H -4.995 2.867 1.231 0.112
H -0.106 -3.220 -0.290 0.120
H -3.912 -2.755 1.935 0.129
O 4.506 3.795 1.320 0.047
H -6.133 1.559 1.026 0.123
N -0.157 -3.333 -1.292 0.211
H 2.354 2.789 0.718 0.107
H 1.689 3.052 2.369 0.101
C -0.906 -2.570 -1.944 -0.775
H -0.454 0.160 -3.617 0.097
```

No. 3
Molecular formula: C7H28N12O11
Method: DFT, ωB97M-V with the def2-TZVPD basis set

The value obtained for the lowest unoccupied orbital energy is 3.51 eV. Its net charge is -2. The HOMO-LUMO gap is 3.39 eV.

XYZ file:
```
58
Properties=species:S:1:pos:R:3:lowdin_charge:R:1
H 1.297 -3.025 1.044 -0.050
H -2.963 -1.276 -1.390 0.037
H -1.668 2.083 0.809 0.070
H 0.102 -2.048 -4.532 0.128
H -2.591 -2.458 -0.315 0.069
O -1.601 -3.974 0.714 -0.121
N 0.620 -2.353 -3.726 0.199
H -4.155 -2.296 -0.892 0.121
H 2.726 -3.102 2.218 0.098
C 1.698 -3.080 -3.851 -0.750
H -3.565 -1.077 0.099 0.074
H -0.008 -0.454 2.336 0.055
C 1.284 -1.840 2.602 -0.682
H 0.528 3.571 4.460 0.096
C -3.386 1.943 0.002 -0.661
N 0.184 0.289 -0.748 0.261
H -2.248 3.523 0.107 0.091
H -5.260 2.239 -0.631 0.112
N -4.395 2.709 -0.424 0.163
H 1.131 -0.037 -0.882 0.086
O -3.569 0.780 0.384 0.003
H 4.793 2.436 -1.347 0.114
C 0.547 2.143 3.089 -0.691
N -3.332 -1.799 -0.577 0.263
H -0.334 -0.586 -0.650 0.054
H 4.490 3.478 0.070 0.086
C -0.548 -3.339 0.349 -0.932
C 3.176 2.100 -0.211 -0.733
H 1.024 0.387 4.007 0.078
C -1.844 0.484 -3.425 -1.036
O 1.687 -1.423 3.720 -0.103
O 0.523 -3.976 0.607 -0.075
N -2.165 2.519 0.043 0.184
O -0.738 0.993 -3.111 -0.156
O 2.138 -3.430 -4.954 -0.045
H -0.480 3.871 3.027 0.110
H -0.216 0.650 -1.639 0.037
N 2.313 -3.272 -2.682 0.158
O -0.568 -2.204 -0.216 -0.142
H 3.046 -3.956 -2.615 0.098
N 0.115 -1.418 2.071 0.175
H 2.141 -2.641 -1.916 0.098
O 0.170 1.691 1.994 -0.036
H -0.211 -1.775 1.178 0.006
H 0.335 -2.245 -2.763 0.096
H -4.293 3.701 -0.294 0.091
O -2.255 0.899 -4.542 -0.167
N 0.218 3.349 3.531 0.157
N 2.539 2.704 0.773 0.176
H 1.422 1.813 4.900 0.104
N 1.072 1.411 4.047 0.193
O -2.377 -0.366 -2.642 -0.155
O 2.692 1.205 -0.871 0.055
H 2.935 3.532 1.182 0.096
H 0.059 0.765 0.132 0.057
N 4.363 2.632 -0.459 0.151
H 1.586 2.371 0.910 0.077
N 1.814 -2.820 1.899 0.157
```

No. 4
Molecular formula: C7H28N14O7
Method: DFT, ωB97M-V with the def2-TZVPD basis set

Its spin multiplicity is 2. The value obtained for the lowest unoccupied orbital energy (spin up / spin down) is 2.20 / 2.12 eV. As for the energy relative to the best compared isomer or geometry (same formula, charge and spin): 56.00 kcal per mole. Its net charge is -1. The HOMO-LUMO gap (spin up / spin down) is 1.98 / 8.96 eV. As for the expectation value of S²: 0.750.

XYZ file:
```
56
Properties=species:S:1:pos:R:3:lowdin_charge:R:1
C -19.927 -5.322 18.675 -0.922
H -17.265 -12.099 14.283 0.092
H -14.305 -12.793 15.287 0.108
N -16.295 -12.300 14.477 0.164
C -16.525 -6.515 18.656 -0.783
N -19.473 -4.453 17.788 0.137
H -20.605 -7.187 18.623 0.106
H -15.513 -12.036 20.147 0.105
O -21.605 -13.390 16.492 0.000
O -16.415 -14.809 21.309 0.047
H -20.521 -10.337 12.263 0.109
H -19.880 -9.820 17.109 0.100
N -20.247 -12.948 13.939 0.154
H -24.565 -12.486 16.713 0.111
H -18.417 -12.528 16.502 0.100
N -16.279 -5.533 17.805 0.123
N -17.414 -13.452 19.941 0.167
H -15.794 -5.767 16.950 0.056
N -23.351 -13.871 17.781 0.165
O -15.862 -13.896 12.845 -0.021
N -14.525 -13.428 14.534 0.143
H -18.380 -9.065 17.654 0.070
H -20.753 -13.374 14.702 0.066
H -23.278 -11.666 15.794 0.113
O -16.679 -6.297 19.863 -0.001
N -19.064 -11.756 16.575 0.181
C -15.590 -13.213 13.850 -0.792
N -23.602 -12.386 16.424 0.170
H -17.353 -12.527 19.540 0.082
H -19.688 -13.532 13.334 0.101
H -16.739 -4.665 18.041 0.087
H -16.290 -8.496 18.878 0.099
H -15.976 -12.040 15.399 0.085
H -22.725 -14.581 18.135 0.135
O -21.139 -11.116 14.542 0.027
O -17.229 -11.177 17.688 0.012
H -19.761 -11.878 11.860 0.107
N -18.965 -9.879 17.532 0.177
H -24.292 -13.640 18.065 0.119
N -15.737 -12.716 20.860 0.140
C -20.563 -11.668 13.714 -0.871
H -19.782 -6.632 17.199 0.028
H -13.928 -14.145 14.147 0.122
H -19.946 -11.631 16.098 0.052
N -20.215 -11.265 12.521 0.170
C -18.346 -10.968 17.358 -0.886
C -22.749 -13.173 16.932 -0.820
N -16.267 -7.754 18.192 0.131
H -18.881 -3.708 18.126 0.095
O -19.948 -5.243 19.813 0.107
H -18.090 -14.133 19.626 0.123
C -16.424 -13.819 20.647 -0.833
H -19.377 -4.725 16.820 0.056
H -15.325 -12.741 21.782 0.111
H -15.979 -7.851 17.229 0.035
N -20.208 -6.425 18.090 0.143
```

No. 5
Molecular formula: C7H28N14O7
Method: DFT, ωB97M-V with the def2-TZVPD basis set

Its spin multiplicity is 2. The value obtained for the lowest unoccupied orbital energy (spin up / spin down) is -2.87 / -8.63 eV. As for the energy relative to the best compared isomer or geometry (same formula, charge and spin): 38.97 kcal per mole. Its net charge is +1. The HOMO-LUMO gap (spin up / spin down) is 8.70 / 2.94 eV. As for the expectation value of S²: 0.762.

XYZ file:
```
56
Properties=species:S:1:pos:R:3:lowdin_charge:R:1
H 4.730 -24.113 -1.658 0.027
C 2.154 -20.733 -2.635 -0.659
O 5.322 -22.519 -1.811 0.006
N -1.425 -21.185 -6.324 0.200
H 7.829 -22.628 -1.657 0.137
H 1.428 -16.088 -7.355 0.124
H -0.656 -21.231 0.543 0.122
H 2.923 -18.118 -4.260 0.113
N 5.839 -20.337 -1.794 0.187
O 2.470 -18.945 1.799 0.120
H 0.375 -21.084 -3.690 0.142
H 2.927 -20.275 -0.354 0.079
O -0.446 -23.397 -1.631 0.053
H 1.634 -18.610 -5.419 0.047
N -1.493 -19.182 -5.310 0.207
H -2.428 -21.213 -6.439 0.130
N 4.280 -27.043 -1.021 0.161
H -0.901 -21.955 -6.714 0.138
H 3.047 -22.298 -1.812 0.106
H 1.861 -17.716 -7.392 0.120
C 2.087 -16.830 -5.646 -0.811
C 4.649 -25.874 -0.711 -0.851
C 6.112 -21.590 -1.699 -0.729
H -2.869 -22.894 -1.056 0.131
H -2.502 -19.227 -5.312 0.127
H 0.814 -21.873 -0.141 0.080
H -2.344 -21.726 0.160 0.118
H 3.063 -21.724 0.575 0.113
C -0.897 -22.569 -0.902 -0.821
H 4.891 -20.068 -2.014 0.072
H 7.891 -20.905 -1.724 0.119
O 2.970 -19.873 -2.419 0.088
H 2.448 -20.701 3.473 0.131
H 3.737 -25.415 -2.422 0.098
H 2.469 -21.961 2.209 0.112
N 7.378 -21.757 -1.898 0.187
N 1.556 -16.938 -6.824 0.166
N 2.293 -17.950 -5.032 0.183
N -0.190 -21.768 -0.175 0.170
N -2.139 -22.384 -0.578 0.176
H 1.675 -22.740 -2.714 0.136
N 2.579 -21.006 2.519 0.159
N 2.234 -21.993 -2.328 0.314
C 2.696 -20.076 1.628 -0.837
H 6.443 -19.528 -1.836 0.134
H 0.857 -19.460 -3.006 0.158
H 4.769 -27.749 -0.489 0.131
N 4.274 -25.014 -1.667 0.146
N 0.964 -20.452 -3.168 0.398
N 2.839 -20.740 0.538 0.154
O 2.634 -15.832 -5.261 0.070
C -0.791 -20.177 -5.811 -0.715
O 5.437 -25.628 0.112 0.097
H 3.391 -27.222 -1.467 0.118
H -1.037 -18.387 -4.885 0.126
O 0.461 -20.216 -5.827 -0.010
```

No. 6
Molecular formula: C7H28N15O10
Method: DFT, ωB97M-V with the def2-TZVPD basis set

The value obtained for the lowest unoccupied orbital energy is 1.57 eV. As for the energy relative to the best compared isomer or geometry (same formula, charge and spin): 140.62 kcal per mole. Its net charge is -1. The HOMO-LUMO gap is 7.09 eV.

XYZ file:
```
60
Properties=species:S:1:pos:R:3:lowdin_charge:R:1
H 3.661 5.292 0.019 0.112
N 2.026 0.634 6.019 0.145
H -2.935 3.608 -4.116 0.109
O -1.989 -9.109 -0.186 0.033
H -3.691 -6.468 -0.465 0.098
N -2.796 -1.304 -6.265 0.164
O -3.465 -4.989 7.294 0.084
N -3.793 -5.796 5.343 0.155
N 3.684 6.296 -0.085 0.152
C -3.196 -4.964 6.166 -0.849
H 4.405 0.923 -1.764 0.108
H -3.587 -1.212 -6.886 0.124
N -4.050 5.054 -2.520 0.152
O -4.364 6.441 -4.292 -0.031
H -3.704 4.133 -2.291 0.104
H 1.347 6.529 -2.042 0.116
O -1.268 0.363 -0.396 -0.112
C -2.226 -7.921 -0.157 -0.780
N -2.349 -4.097 5.647 0.168
N -1.341 -6.986 -0.090 0.167
H -1.728 -6.069 -0.265 0.108
H 5.460 1.952 -2.811 0.116
H -2.799 4.937 -5.343 0.118
C 2.590 1.743 6.461 -0.758
H -4.717 5.587 -1.981 0.116
C -3.883 5.381 -3.805 -0.718
H -4.262 -8.011 -0.064 0.109
H 2.934 3.531 5.709 0.131
O -0.162 -0.834 0.954 -0.054
N -3.106 4.540 -4.467 0.150
H 1.865 0.555 5.025 0.107
C -1.714 -1.912 -6.664 -0.885
H 1.752 -0.097 6.660 0.117
N 5.888 0.566 -0.161 0.147
H -4.172 -6.564 5.879 0.115
N 2.614 2.591 5.525 0.167
H -0.029 -2.638 -5.916 0.141
H 4.335 6.956 0.317 0.121
N -0.836 -2.040 -5.813 0.189
O 0.452 1.100 0.741 -0.110
N 5.291 1.321 -2.041 0.153
O 3.036 8.065 -1.198 0.027
O 7.489 1.436 -1.372 0.028
N -0.361 0.218 0.458 -0.722
H 2.436 2.246 4.592 0.122
C 2.887 6.894 -0.919 -0.798
H 6.612 0.206 0.444 0.122
H 1.875 5.121 -1.097 0.110
H 4.901 0.445 0.017 0.114
H -0.386 -7.026 0.236 0.127
H -0.908 -1.492 -4.967 0.125
N 2.019 6.053 -1.457 0.159
H -3.255 -6.000 4.513 0.101
O -1.641 -2.314 -7.791 0.037
N -3.467 -7.441 -0.317 0.138
H -2.114 -3.341 6.274 0.117
H -2.034 -4.090 4.688 0.110
C 6.333 1.077 -1.260 -0.789
O 3.075 1.838 7.628 -0.031
H -2.639 -0.915 -5.346 0.104
```